ORCA calculation (ωB97M-V/def2-TZVPD) on C2H7NO2Si in the gas phase.

Each atom is followed by the atoms it is bonded to, with distances in Å.
Cartesian coordinates (Å):
1 C 2.08 0.20 0.22  C2 1.503, H7 1.073, H8 1.023, H9 1.134
2 C 0.60 -0.01 0.04  C1 1.503, N3 1.267, H10 1.140
3 N -0.10 0.91 -0.49  C2 1.267, O4 1.326, O5 1.211
4 O -1.41 0.76 -0.40  N3 1.326, Si6 1.635
5 O 0.25 1.89 -1.10  N3 1.211
6 Si -2.01 -0.71 0.02  O4 1.635, H11 1.466, H12 1.450, H13 1.456
7 H 2.65 -0.62 -0.17  C1 1.073
8 H 2.33 0.17 1.21  C1 1.023
9 H 2.37 1.04 -0.49  C1 1.134
10 H 0.06 -0.58 0.87  C2 1.140
11 H -3.31 -0.47 -0.61  Si6 1.466
12 H -1.18 -1.76 -0.53  Si6 1.450
13 H -2.32 -0.82 1.44  Si6 1.456

Calculated values
max |F| = 0.082 hartree/bohr
frontier orbital gap = 0.3590 Ha
E_LUMO = 0.722 eV
energy above the lowest of the compared OMol25 structures with the same formula, charge and spin = 5.812 eV
SMILES = C/C=[N+](\[O-])O[SiH3]

The computed Löwdin charges, all in e, follow:
1. C -0.033
2. C -0.177
3. N -0.409
4. O -0.210
5. O 0.038
6. Si 0.607
7. H 0.065
8. H 0.044
9. H 0.110
10. H 0.096
11. H -0.047
12. H -0.032
13. H -0.052